Molecular formula: C5H10NO
Method: DFT, ωB97M-V/def2-TZVPD

Properties
- gap between HOMO and LUMO (eV) = 11.86
- total charge = +1
- calculated total energy (eV) = -8875.572
- multiplicity = 1
- LUMO level (eV) = -3.17
- max |F| (hartree/bohr) = 0.097
- HOMO (eV) = -15.04
- energy relative to the best compared isomer or geometry (same formula, charge and spin) (eV) = 3.009

```
17
C5H10NO (ωB97M-V/def2-TZVPD)
O 2.06634 0.38788 -0.17869
N -0.21897 0.52846 -0.45255
C -0.09253 -0.89008 -0.18720
C 1.00020 1.14083 0.23771
C 1.82542 -0.94793 0.09812
C -1.49235 1.13644 -0.03849
C -0.98707 -1.82144 -0.02972
H 1.93440 -1.24591 1.13594
H -1.41736 2.22206 -0.07622
H 1.15240 2.17767 -0.06758
H -0.08609 0.66904 -1.46326
H -0.70468 -2.82860 0.21803
H -2.29036 0.81827 -0.70730
H 2.28287 -1.60742 -0.62521
H 0.80464 1.06471 1.31940
H -1.73349 0.83124 0.97928
H -2.04336 -1.63523 -0.16226
```


Molecular formula: C10H53NO21S2
Method: DFT, ωB97M-V/def2-TZVPD

Properties
- gap between HOMO and LUMO (eV) = 7.99
- calculated total energy (eV) = -77386.866
- multiplicity = 1
- LUMO level (eV) = -0.43
- max |F| (hartree/bohr) = 0.047
- HOMO (eV) = -8.42

```
87
C10H53NO21S2 (ωB97M-V/def2-TZVPD)
S -1.40273 -1.52408 -1.65220
S -0.87996 1.30788 -0.97539
O 4.00199 -3.55971 1.19770
O 2.01382 -5.24349 2.86419
O -4.80772 -1.55192 1.62206
O -6.85241 2.05010 3.88455
O 1.61274 1.62015 -3.90880
O -7.72157 2.95494 6.73532
O 6.16344 -3.05460 -4.98365
O 0.57315 -4.58979 -1.30313
O -1.92348 4.70763 0.30656
O 9.00083 -2.47505 -6.37443
O 0.40866 -0.94720 -5.02711
O 10.33820 -2.66300 -3.67386
O -5.45311 2.23647 1.27506
O -0.63625 6.98172 1.62026
O -4.68549 4.14654 -0.67697
O 0.27508 -4.84785 -4.11928
O 0.96114 2.19046 3.28756
O 2.31050 4.82058 2.35684
O 4.26709 -1.37619 0.66224
O -6.52354 -0.97804 3.74480
O 4.72616 -2.26170 -2.70978
N -3.11024 -0.03533 -0.22169
C 3.21338 -0.67791 -0.02529
C 0.20486 1.13325 0.48093
C -3.49071 -1.17060 1.96950
C -5.26285 -0.90218 0.43925
C 4.25905 -2.70749 0.35388
C -4.17340 -0.95355 -0.61217
C 1.68783 1.29826 0.14285
C 2.57101 0.30949 0.92333
C -1.93039 -0.17425 -0.91031
C -2.95343 0.06330 1.25143
H 0.17652 7.48130 1.50071
H 9.57140 -2.71053 -3.09552
H 11.03361 -3.12120 -3.19322
H 0.16929 -3.72145 -1.19747
H -1.89797 0.11349 1.48604
H -0.11113 1.82753 1.24013
H 6.69980 -3.07464 -5.78716
H 0.07758 0.12102 0.84806
H -3.85418 -1.99117 -0.65901
H 2.02072 2.32067 0.28193
H 2.68428 4.79637 1.47180
H -6.21800 1.33315 3.98687
H 1.96727 -0.24525 1.63452
H -7.44909 1.93297 4.63229
H 0.70974 3.07962 3.56591
H 0.03774 -1.09949 -4.15182
H -8.12131 3.03339 7.60532
H 9.34055 -1.65516 -6.00644
H -6.12084 -0.83177 2.87867
H 2.16101 3.89403 2.57345
H -2.26789 5.01262 1.14845
H -4.60540 -0.65206 -1.56003
H -1.12227 5.22747 0.19877
H 0.52171 -4.79216 -3.18335
H 0.62934 -4.94667 -0.41183
H 3.62059 -0.15521 -0.88947
H 3.34162 0.82770 1.48240
H 5.63274 -2.53099 -2.88439
H -5.29832 2.97858 0.67413
H -5.85101 2.60374 2.06922
H 9.53833 -3.14999 -5.94891
H 4.49152 -2.94747 -0.68975
H 0.95007 -0.15758 -4.90585
H -3.78682 3.84995 -0.87151
H -4.78397 4.95984 -1.17629
H 0.72025 1.63788 4.03804
H -6.07868 -1.50009 0.04804
H 2.31825 1.09638 -3.51759
H 0.90908 1.60358 -3.24784
H 2.55938 -5.80079 3.42381
H -3.44952 -0.96027 3.03559
H 0.98558 -5.34152 -4.53324
H 2.48335 -1.38638 -0.41262
H 6.07669 -3.97662 -4.72476
H 2.64399 -4.77958 2.30081
H -7.03450 3.62657 6.71489
H 4.62570 -1.47504 -3.25128
H -5.59647 0.09614 0.68956
H 1.80590 1.08296 -0.91689
H -6.44002 -1.92468 3.88500
H -3.40358 0.98275 1.61074
H -2.81368 -2.00471 1.78251
H -0.98059 7.28598 2.46433
```


Molecular formula: C22H36N6O6Ti
Method: DFT, ωB97M-V/def2-TZVPD

Properties
- gap between HOMO and LUMO (alpha / beta) (eV) = 3.02 / 7.37
- total charge = -1
- calculated total energy (eV) = -67741.850
- multiplicity = 4
- LUMO level (alpha / beta) (eV) = 2.15 / 2.13
- ⟨S²⟩ = 3.759
- max |F| (hartree/bohr) = 0.022
- HOMO (alpha / beta) (eV) = -0.87 / -5.24

```
71
C22H36N6O6Ti (ωB97M-V/def2-TZVPD)
Ti -0.41853 0.89850 0.32828
O -2.61916 -0.00078 0.92412
O 1.98717 1.82531 3.12609
O 0.11014 0.72083 2.55418
O -1.01994 -0.53534 -1.59754
O 4.03107 -3.26985 -0.73628
O 1.79325 0.78905 1.12781
N 3.61315 -1.43876 0.53628
N -0.53753 3.62405 0.64302
N -1.67948 -0.82534 -3.73626
N 2.69246 1.26692 -1.52726
N -2.54921 0.89589 2.98804
N -0.02307 -2.13952 2.36589
C -0.60233 -2.71315 1.29001
C 1.91935 -2.15264 -0.98684
C -1.83965 3.15844 0.41732
C -0.11872 -4.31408 2.79241
C -0.35414 -0.91301 -4.32035
C -3.37046 -0.80971 -1.99816
C -0.63744 2.94366 -1.48460
C 0.30247 -3.09997 3.27769
C -4.70914 0.61029 1.91088
C 3.28245 -2.36294 -0.38347
C 2.65899 1.57217 -3.73218
C -3.21687 0.44515 1.91822
C 0.24061 3.34996 -0.48719
C -1.91485 2.74331 -0.91358
C 3.91545 2.02187 -3.22727
C 4.93281 -1.23652 1.08219
C -0.69271 -4.07084 1.51348
C 1.35884 1.12725 2.32372
C 1.92070 1.16764 -2.64864
C -1.92060 -0.69026 -2.40999
C 3.87911 1.85436 -1.86575
C -3.11469 1.40138 4.21704
H 0.98787 0.63746 -2.55311
H -3.81902 -1.69142 -2.44945
H 4.74085 2.38348 -3.81867
H 2.92782 -0.73138 0.80584
H -0.33908 2.71173 -2.49374
H -5.23155 -0.05306 2.60081
H -0.35619 -1.66701 -5.10708
H 4.59328 2.11301 -1.10141
H 1.28470 3.59785 -0.54711
H -2.28802 1.65819 4.87569
H -4.94066 1.64612 2.17767
H -3.73431 2.28250 4.03971
H -5.10200 0.42410 0.91504
H 5.64029 -0.86995 0.33399
H -1.13788 -4.78607 0.84106
H -2.52619 3.18916 1.24553
H -1.51888 0.84460 2.91253
H -0.15383 3.94793 1.51102
H 0.34433 -1.24547 -3.55715
H -2.47583 -0.90715 -4.34290
H 1.21288 -1.72528 -0.26947
H -3.69420 0.64437 4.75438
H -0.07616 -5.27694 3.27674
H 2.41558 1.03574 -0.56712
H 0.73792 -2.84771 4.22896
H -0.02174 0.04484 -4.71929
H 2.02520 -1.43058 -1.80213
H -3.39474 -0.84580 -0.91169
H 4.82624 -0.50741 1.88520
H 5.35246 -2.14551 1.51873
H -2.80196 2.41108 -1.42863
H 0.13454 -1.13098 2.48600
H 2.37480 1.50662 -4.77004
H 1.48147 -3.05166 -1.41392
H -0.86683 -2.11680 0.42978
H -3.90066 0.10808 -2.26711
```


Question: Look up the calculated total energy of the first one.
Answer: -8875.572 eV


Question: What is the multiplicity in the first record?
Answer: 1


Question: Which value of calculated total energy does entry 1 give?
Answer: -8875.572 eV


Question: What is the formula in the first record?
Answer: C5H10NO